Density functional theory data (ωB97M-V/def2-TZVPD) for a 13-piece molecular cluster, C57H92NO27PS overall at a distorted geometry.

```
179
Properties=species:S:1:pos:R:3
C 8.03 -6.35 -2.76
O 9.03 -13.40 -0.79
H -4.61 0.70 2.49
C -5.10 1.10 -0.28
H 5.57 -2.72 -2.27
C 12.22 -2.95 -1.68
H -4.17 1.45 -4.42
C -6.32 1.62 0.41
H 2.60 -0.70 -4.23
S 1.79 -7.30 -1.59
H 1.66 -5.99 -4.12
H 9.86 -3.72 -3.54
H -5.31 6.69 3.57
H 7.85 -9.59 -2.27
C -11.97 4.92 0.08
H 8.97 -5.74 -4.57
H -7.84 4.57 9.58
C -6.16 5.42 5.07
C 4.00 -0.63 -5.85
H -9.93 5.91 10.70
O -0.76 2.29 3.75
H 0.43 -0.28 -0.37
C -11.16 6.11 0.53
H -5.49 3.37 1.31
H -6.39 2.37 2.47
C -0.16 -2.06 -2.79
H -9.50 4.02 9.23
C -5.02 3.78 -5.80
H 7.70 3.58 2.38
O -4.59 4.23 6.47
H -3.68 2.21 2.29
C -1.40 1.16 -0.37
H -0.57 2.40 6.53
H 0.61 1.22 4.86
H 7.52 4.77 1.08
H 7.44 -3.62 -3.26
C 3.24 -2.64 -4.88
H 12.31 -2.25 0.35
H -5.84 7.97 6.28
H -1.85 1.04 0.71
H -6.89 2.29 -0.23
C 12.02 -0.69 -1.12
C -5.94 6.78 4.46
C -11.01 3.78 0.29
C -1.91 2.94 4.12
H 4.10 0.43 -5.64
H -6.18 4.64 4.31
H -0.79 -2.45 -3.70
H -9.57 -2.15 -2.75
H 12.87 -0.58 -3.11
H -5.49 2.06 -6.96
H 12.56 0.21 -0.83
H 9.06 -11.49 1.13
H -0.83 0.32 4.32
H -2.73 3.20 6.09
C -5.97 2.71 -6.22
H -11.17 2.99 -0.45
H -9.26 -2.25 0.28
C 8.92 1.83 0.55
C 9.41 -4.46 -2.87
C -9.64 0.17 -1.16
H -11.23 6.28 1.61
C 8.01 -4.10 -2.45
H 3.57 -5.09 -1.07
C 6.34 -0.47 -0.94
O -8.63 5.19 7.77
C -9.84 -2.04 -0.63
C 5.21 -2.92 -1.15
C -4.93 2.20 -4.17
C -8.50 -0.53 -1.84
H 10.05 -4.55 -1.98
H -7.08 5.39 5.67
H 7.48 -0.21 -0.68
C -0.47 1.28 4.71
C 3.27 -4.21 -1.78
C 11.95 -0.89 -2.61
C 2.79 -1.23 -5.17
H 9.62 -9.82 -2.33
C 6.83 2.75 0.60
C -0.68 -0.31 -0.71
H -6.86 7.29 4.17
H 5.93 2.56 1.18
H 11.11 -0.35 -3.05
O -4.02 1.13 0.56
H -12.20 5.02 -0.99
H -6.90 3.13 -6.62
H 1.88 -1.18 -5.78
C -1.19 1.69 5.97
H 9.89 3.47 1.55
O -9.81 5.80 0.20
C -9.44 6.24 7.46
H -1.26 -1.09 -0.06
C 9.11 3.30 0.80
C 7.75 3.72 1.29
H -11.46 7.03 0.01
H -6.47 0.93 -5.04
H -11.19 6.34 8.66
H -8.52 6.78 10.05
H -10.16 7.81 8.73
O 7.68 -7.52 -2.74
O 12.28 -4.16 -1.57
C -10.16 6.72 8.68
O 3.72 -2.89 -1.22
C 5.86 -1.84 -0.12
C 5.12 -1.41 -5.24
C 8.97 -12.19 -0.90
H -2.25 1.43 -1.13
C 9.41 -11.20 0.14
O -2.46 3.80 3.46
O -9.84 1.37 -1.16
H -8.15 -2.69 -1.84
C 0.89 -3.58 -1.20
O -8.62 3.86 -0.09
C -9.35 6.11 9.79
O -4.46 3.48 -4.60
H 10.51 -11.13 0.12
H 5.57 -3.99 -0.83
C -6.22 1.99 -4.92
H 7.75 -9.86 0.08
H -3.23 1.70 5.24
O -0.36 -2.96 -1.65
C -4.45 1.58 1.85
H -7.59 -0.40 -1.24
O 8.52 -11.53 -2.01
N 1.82 -4.21 -2.21
O 7.58 1.54 0.48
O -5.06 0.68 -1.43
H 6.26 -0.66 -2.09
H 9.37 3.79 -0.14
C -2.41 2.40 5.43
O 6.30 -1.11 -5.28
C -0.74 -0.57 -2.33
C 12.67 -1.97 -0.64
H 5.65 0.42 -0.58
H -1.42 0.85 6.63
H -0.22 -5.84 -2.76
H -4.51 8.27 5.14
C -5.73 2.34 1.60
C -9.68 4.44 0.10
C 9.22 -5.81 -3.50
C -8.96 -1.96 -1.85
O 7.38 -5.34 -2.13
C 8.70 -10.13 -1.83
H 0.96 -1.89 -3.11
H 8.00 -3.44 -1.57
O 1.10 -3.59 0.15
H -6.94 0.77 0.72
O 4.64 -2.55 -4.65
O 9.81 1.02 0.39
P 1.25 -5.82 -2.73
H -10.63 -2.79 -0.73
H 5.11 -1.57 0.76
H 6.55 3.09 -0.40
O 11.78 -2.29 -2.79
C 8.77 -9.93 -0.34
H 2.74 -3.05 -4.00
O -10.42 -0.74 -0.50
H -8.35 -0.15 -2.85
H -11.07 3.38 1.31
O -9.57 6.69 6.33
H 11.00 -0.62 -0.70
H -0.12 0.27 -2.89
C -5.17 7.50 5.55
H 10.10 -6.45 -3.36
H -12.91 4.81 0.62
H 3.06 -3.31 -5.73
H 6.86 -2.29 0.34
H -7.04 2.47 -4.38
H 9.31 -9.02 -0.05
O -4.74 4.78 -6.46
H 3.91 -4.34 -2.77
H -0.59 2.02 -0.31
H 3.99 -0.81 -6.93
O -4.40 6.49 6.20
H -1.83 -0.51 -2.79
H 13.76 -1.90 -0.66
C -8.81 4.86 9.15
C -4.98 5.28 5.97
H -5.07 2.21 -3.09
```

E_tot: -137494.0670 eV
lowest unoccupied orbital energy: 0.3 eV
E_HOMO: -8.9 eV
gap between HOMO and LUMO: 9.3 eV